No. 1
A 2-piece molecular cluster, C3H7F2N2O2 overall at a distorted geometry, computed with the ωB97M-V functional and the def2-TZVPD basis.

The geometry in XYZ format:
```
16
Properties=species:S:1:pos:R:3:forces:R:3
C 0.6231 -0.3316 0.9730 -0.1232 -0.4991 0.2293
H -1.3437 -1.0204 0.0174 2.2611 1.5259 -0.4018
C -0.3092 -0.4151 -0.2368 -3.7433 -0.7286 1.6889
H 1.3912 -1.0980 0.7981 -0.2529 0.1360 0.0451
C 1.2939 1.0013 1.2018 0.1974 0.1466 0.0358
H 2.1323 0.8719 1.9001 -0.2034 0.1246 -0.2046
H 1.6849 1.3512 0.2284 -0.0956 -0.0104 0.4625
H 0.5882 1.7334 1.6172 0.1984 -0.2131 -0.2435
N -0.9249 0.9953 -0.5125 -1.7064 -1.1031 -0.9454
O -0.9392 1.3932 -1.6577 0.8943 0.1247 0.1035
O -1.6046 1.4940 0.3709 1.0896 -0.1947 0.1962
N 0.3134 -1.0226 -1.3211 1.3816 0.9111 -3.6216
H 0.1472 -0.5725 -2.2857 -0.1030 -0.7981 2.3855
H 0.0920 -2.0065 -1.4059 -0.4978 0.2746 0.0542
F -0.0752 -0.7333 2.1254 0.2485 0.2836 -0.0424
F -3.0696 -1.6402 -1.8125 0.4548 0.0200 0.2583
```
Forces are in eV/Å.

## Properties
HOMO   -3.7515 eV
Gap between HOMO and LUMO   7.2102 eV
Total charge   -1
LUMO energy   0.1271 hartree



No. 2
A 2-piece molecular cluster, C3H7F2P overall at a distorted geometry, computed with the ωB97M-V functional and the def2-TZVPD basis.

The geometry in XYZ format:
```
13
Properties=species:S:1:pos:R:3:forces:R:3
C 1.4886 0.5529 -0.6602 0.2194 -0.2646 0.2092
C 1.2084 -0.0493 0.6705 -3.3325 0.3112 -0.1176
C -1.2347 0.0285 0.7364 3.5921 -0.0972 0.2294
F 1.4590 -1.3633 0.7753 0.3261 -0.2274 -0.0581
F -1.5082 1.3179 0.4446 -0.3752 0.3218 -0.0896
P -1.5564 -1.2382 -0.4994 -0.0590 -0.2575 0.2804
H 1.0506 -0.0612 -1.4475 0.0233 0.0194 -0.0334
H 1.0658 1.5528 -0.7027 -0.0479 0.0772 0.0139
H 2.5679 0.6219 -0.8376 -0.0127 0.0111 -0.0455
H 1.4723 0.4788 1.5785 0.0240 0.0430 0.0091
H -1.3452 -0.1777 1.7934 -0.1644 -0.0919 0.0139
H -1.7189 -0.3190 -1.5348 0.0997 0.2389 -0.4039
H -2.9493 -1.3439 -0.3164 -0.2929 -0.0840 -0.0079
```
Forces are in eV/Å.

## Properties
HOMO (spin up / spin down)   -8.0363 / -8.0324 eV
Gap between HOMO and LUMO (spin up / spin down)   8.8188 / 8.7324 eV
LUMO energy (spin up / spin down)   0.0288 / 0.0257 hartree



No. 3
An isolated ion of composition C3H7FNO and charge +1 at a distorted geometry, computed with the ωB97M-V functional and the def2-TZVPD basis.

The geometry in XYZ format:
```
13
Properties=species:S:1:pos:R:3:forces:R:3
F -1.9623 0.7086 1.4472 0.5005 -0.6584 -0.2643
C -1.4373 -0.3617 0.7282 -0.3560 1.7196 -1.7392
C -0.7405 0.2719 -0.5980 -1.9038 -1.3827 0.1417
N 0.7425 0.0043 -0.4418 -1.6183 4.5729 1.7256
C 0.8505 -0.1539 1.0693 1.0572 0.9212 0.6776
O -0.3079 -0.8647 1.3330 -0.0592 -1.5499 1.3678
H -2.3827 -1.0516 0.5393 2.6603 0.8143 0.5297
H -1.0558 -0.3429 -1.4227 -0.2773 0.2014 -0.5870
H -1.1001 1.3161 -0.6871 1.0828 -0.4503 -0.1116
H 1.0633 -0.8507 -0.6912 0.5219 -3.5400 -2.0694
H 1.3141 0.7135 -0.9338 -0.1924 -0.1747 0.6967
H 1.7879 -0.7539 1.2446 -1.2664 0.4519 0.2845
H 0.9075 0.8448 1.5878 -0.1492 -0.9254 -0.6521
```
Forces are in eV/Å.

## Properties
HOMO   -16.6440 eV
Gap between HOMO and LUMO   12.8443 eV
Total charge   +1
LUMO energy   -0.1396 hartree